Here is a cluster of 15 separate species, C46H118BN6O27 in total at a distorted geometry from the OMol25 dataset. Energies are from ωB97M-V/def2-TZVPD.

Positions of all 198 atoms, in Å:
O: 0.677 4.048 -2.241
C: 0.905 2.964 -1.744
O: 2.035 2.502 -1.424
B: 1.888 1.111 -0.902
O: 0.452 0.882 -0.719
C: -0.167 1.846 -1.384
O: -1.415 1.954 -1.576
O: 2.550 0.906 0.451
C: 3.303 -0.199 0.464
O: 3.917 -0.633 1.451
C: 3.303 -0.775 -0.941
O: 2.533 0.063 -1.759
O: 3.935 -1.797 -1.272
C: 2.680 4.469 0.965
O: 3.215 5.718 1.402
H: 2.594 4.609 -0.113
H: 3.324 3.602 1.113
H: 1.680 4.298 1.364
H: 2.563 6.413 1.519
C: 5.875 -0.889 -3.963
O: 5.787 -1.766 -5.056
H: 5.994 -1.375 -2.994
H: 6.740 -0.258 -4.168
H: 5.048 -0.201 -3.788
H: 5.318 -2.516 -4.682
C: -3.686 3.019 -3.509
O: -3.584 2.935 -4.916
H: -4.367 3.799 -3.168
H: -4.066 2.138 -2.992
H: -2.694 3.312 -3.164
H: -3.116 3.709 -5.238
C: -1.824 5.093 0.186
O: -2.867 5.760 0.831
H: -0.830 5.437 0.471
H: -1.797 4.027 0.409
H: -1.915 5.146 -0.899
H: -2.730 5.682 1.778
C: 3.091 0.803 4.407
O: 4.041 1.386 3.532
H: 3.284 -0.241 4.650
H: 3.010 1.312 5.367
H: 2.081 0.820 3.997
H: 4.158 0.763 2.812
C: 1.242 7.442 -1.802
O: 0.961 8.395 -0.763
H: 1.686 6.516 -1.437
H: 0.291 7.088 -2.200
H: 1.835 7.894 -2.596
H: 0.641 9.158 -1.249
C: -0.877 5.807 -4.355
O: -1.848 5.346 -5.254
H: 0.064 5.292 -4.549
H: -0.723 6.882 -4.454
H: -1.170 5.636 -3.319
H: -1.627 5.704 -6.117
C: 6.012 -3.564 0.677
O: 7.004 -4.306 1.403
H: 5.784 -2.648 1.222
H: 6.201 -3.290 -0.361
H: 5.033 -4.042 0.709
H: 6.585 -5.087 1.773
C: -1.394 -2.288 10.324
O: -0.565 -3.267 9.777
C: -1.180 -4.332 9.104
C: -1.509 -3.826 7.626
N: -0.309 -3.407 6.933
C: -0.531 -2.623 5.720
C: 0.803 -2.275 4.943
O: 1.223 -3.254 4.008
C: 2.284 -2.785 3.268
H: -2.141 -2.865 10.868
H: -1.786 -1.713 9.486
H: -0.854 -1.589 10.963
H: -2.044 -4.733 9.635
H: -0.486 -5.149 8.907
H: -2.304 -3.088 7.730
H: -1.819 -4.716 7.079
H: 0.341 -2.996 7.587
H: -1.076 -1.701 5.923
H: -1.159 -3.212 5.051
H: 1.659 -2.094 5.594
H: 0.583 -1.355 4.401
H: 1.944 -1.895 2.738
H: 2.681 -3.469 2.518
H: 3.131 -2.506 3.894
C: -0.276 2.383 2.239
O: -0.584 3.646 2.759
C: -1.244 3.572 3.992
C: -1.629 4.934 4.534
N: -2.711 5.592 3.699
C: -2.731 6.890 4.227
C: -3.816 7.711 3.640
O: -5.061 7.193 4.025
C: -6.199 7.538 3.192
H: 0.336 2.613 1.366
H: -1.187 1.902 1.883
H: 0.364 1.792 2.894
H: -0.542 3.190 4.733
H: -2.129 2.939 3.923
H: -0.691 5.485 4.602
H: -1.938 4.815 5.572
H: -3.598 5.141 3.877
H: -1.842 7.361 3.808
H: -2.689 6.942 5.314
H: -3.739 7.716 2.553
H: -3.726 8.770 3.882
H: -5.963 7.547 2.128
H: -6.523 8.509 3.566
H: -6.948 6.759 3.334
C: 2.172 -1.263 -4.860
O: 2.143 0.073 -5.530
C: 1.005 0.777 -5.080
C: 0.944 2.233 -5.567
N: 1.312 2.326 -7.003
C: 0.060 2.025 -7.707
C: 0.478 1.858 -9.197
O: 1.364 0.752 -9.299
C: 1.752 0.448 -10.660
H: 2.593 -1.199 -3.856
H: 2.804 -1.887 -5.491
H: 1.205 -1.734 -4.683
H: 1.107 0.867 -3.998
H: 0.030 0.325 -5.258
H: 1.734 2.862 -5.157
H: 0.014 2.756 -5.345
H: 1.279 3.297 -7.280
H: -0.677 2.795 -7.481
H: -0.294 1.112 -7.227
H: 0.896 2.801 -9.550
H: -0.390 1.656 -9.823
H: 0.960 0.512 -11.406
H: 2.226 -0.533 -10.633
H: 2.532 1.133 -10.993
C: 1.053 -5.431 0.602
O: 0.190 -4.670 -0.150
C: 0.693 -3.372 -0.483
C: -0.352 -2.487 -1.215
N: -0.711 -3.155 -2.442
C: -1.585 -2.265 -3.238
C: -3.077 -2.316 -2.738
O: -3.585 -3.615 -2.947
C: -4.906 -3.786 -2.325
H: 1.067 -5.030 1.616
H: 2.090 -5.383 0.272
H: 0.592 -6.418 0.638
H: 1.634 -3.350 -1.034
H: 0.897 -2.895 0.475
H: 0.082 -1.502 -1.391
H: -1.187 -2.311 -0.537
H: -1.181 -4.033 -2.275
H: -1.512 -2.520 -4.295
H: -1.146 -1.269 -3.186
H: -3.748 -1.619 -3.239
H: -3.095 -2.053 -1.681
H: -5.647 -3.240 -2.910
H: -4.951 -3.455 -1.287
H: -5.276 -4.807 -2.416
C: -7.234 -0.731 3.538
O: -6.282 -1.768 3.550
C: -6.699 -3.071 3.298
C: -5.451 -3.868 3.110
N: -4.851 -3.725 1.815
C: -3.430 -4.009 1.852
C: -2.604 -2.741 2.261
O: -2.732 -1.667 1.397
C: -1.835 -0.586 1.577
H: -6.572 0.131 3.620
H: -8.025 -0.767 4.287
H: -7.761 -0.664 2.586
H: -7.320 -3.057 2.403
H: -7.261 -3.462 4.147
H: -5.629 -4.922 3.325
H: -4.768 -3.493 3.873
H: -4.839 -2.732 1.630
H: -3.133 -4.260 0.834
H: -3.257 -4.933 2.404
H: -1.592 -3.135 2.166
H: -2.776 -2.467 3.302
H: -2.103 0.003 2.455
H: -1.940 0.095 0.733
H: -0.789 -0.883 1.659
C: 6.557 -4.476 -3.359
C: 5.055 -4.836 -3.519
C: 4.596 -5.741 -2.332
O: 5.228 -7.017 -2.405
C: 4.884 -7.895 -1.336
N: 4.286 -3.604 -3.543
H: 6.928 -4.032 -4.283
H: 7.222 -5.270 -3.020
H: 6.721 -3.652 -2.664
H: 5.016 -5.294 -4.507
H: 3.511 -5.842 -2.359
H: 4.756 -5.245 -1.375
H: 5.572 -8.740 -1.296
H: 3.885 -8.322 -1.423
H: 5.036 -7.365 -0.396
H: 3.314 -3.729 -3.789
H: 4.288 -3.143 -2.645

F_max (eV/Å): 5.10
Multiplicity: 1
Calculated total energy (eV): -114509.7992
Charge: -1
Orbital gap (eV): 8.327

Results of the Mulliken charge analysis, in e, for atoms 1 through 6:
1 O -0.29
2 C 0.33
3 O -0.41
4 B 0.35
5 O 0.70
6 C 0.14